16
Properties=species:S:1:pos:R:3 method="wB97M-V/def2-TZVPD" e_above_lowest_kcal_mol=32.8 e_lumo_ev=0.57 charge=0 total_energy_ha=-561.53602 smiles="C=NCC(=O)O.FCF" e_homo_ha=-0.38035
C -0.766 -1.757 1.323
N -0.520 -0.605 0.855
C -1.243 -0.253 -0.413
C -2.115 1.048 -0.176
O -2.664 1.442 -1.114
O -2.033 1.587 1.002
H -1.345 -2.512 0.892
H -0.329 -2.005 2.307
H -0.472 0.075 -1.099
H -1.986 -1.050 -0.661
H -1.368 1.057 1.473
F 3.336 -0.522 -0.354
C 2.869 0.686 -0.826
F 3.606 0.955 -1.906
H 1.871 0.404 -1.153
H 3.158 1.449 -0.151



52
Properties=species:S:1:pos:R:3 method="wB97M-V/def2-TZVPD" e_above_lowest_kcal_mol=15.2 e_lumo_ev=0.80 charge=0 total_energy_ha=-1259.43930 smiles="CCC(=O)NCCc1nc2cc(NC(=O)c3ccccc3OC)ccc2n1C" e_homo_ha=-0.28643
C -1.260 2.669 -1.383
C -1.099 3.723 -2.478
C 0.317 3.704 -3.017
O 0.642 3.109 -4.025
N 1.194 4.437 -2.289
C 2.612 4.400 -2.551
C 3.360 3.521 -1.532
C 2.638 2.240 -1.299
N 1.962 2.006 -0.207
C 1.403 0.767 -0.371
C 0.578 0.041 0.481
C 0.136 -1.193 0.037
N -0.707 -2.009 0.804
C -1.275 -1.762 2.020
O -1.134 -0.748 2.665
C -2.150 -2.898 2.462
C -3.182 -3.344 1.651
C -4.041 -4.343 2.078
C -3.861 -4.900 3.331
C -2.832 -4.474 4.153
C -1.965 -3.470 3.732
O -0.907 -3.014 4.443
C -0.715 -3.484 5.754
C 0.512 -1.689 -1.224
C 1.329 -0.978 -2.075
C 1.774 0.259 -1.638
N 2.576 1.219 -2.203
C 3.122 1.179 -3.530
H -2.274 2.687 -0.990
H -0.568 2.844 -0.563
H -1.064 1.676 -1.783
H -1.779 3.502 -3.303
H -1.332 4.714 -2.084
H 0.907 4.774 -1.384
H 3.014 5.418 -2.523
H 2.724 4.002 -3.562
H 4.377 3.340 -1.887
H 3.412 4.033 -0.570
H 0.292 0.426 1.443
H -0.918 -2.905 0.387
H -3.330 -2.884 0.683
H -4.845 -4.677 1.442
H -4.525 -5.677 3.678
H -2.713 -4.929 5.124
H -0.496 -4.557 5.770
H -1.584 -3.278 6.387
H 0.145 -2.936 6.136
H 0.144 -2.658 -1.534
H 1.597 -1.373 -3.043
H 2.419 1.627 -4.238
H 3.301 0.142 -3.812
H 4.066 1.722 -3.564



15
Properties=species:S:1:pos:R:3 method="wB97M-V/def2-TZVPD" e_above_lowest_kcal_mol=91.6 e_lumo_ev="-0.03 / -0.16" charge=0 total_energy_ha=-349.14263 e_homo_ha="-0.31449 / -0.27905"
B -1.381 0.188 0.092
C 1.055 0.557 -0.175
C 1.917 -0.616 -0.362
C -1.168 -0.275 1.550
N 1.194 1.781 -0.369
O -1.697 -0.778 -0.864
O -1.481 1.687 -0.095
H 2.735 -0.646 0.291
H 1.398 -1.559 -0.320
H 2.280 -0.486 -1.408
H -1.086 -1.399 1.946
H -1.181 0.522 2.293
H 0.490 2.456 -0.041
H -2.139 -0.343 -1.564
H -1.623 1.878 -0.966



74
Properties=species:S:1:pos:R:3 method="wB97M-V/def2-TZVPD" e_above_lowest_kcal_mol=0.0 e_lumo_ev=2.28 charge=-1 total_energy_ha=-2448.22349 e_homo_ha=-0.17769
O -0.258 -4.800 1.303
P -0.909 -3.702 0.260
I -1.612 -5.150 -1.586
Al -2.937 -2.940 1.349
O -4.411 -3.143 0.422
C -4.961 -4.391 0.731
C -4.080 -5.114 1.752
O -3.332 -4.197 2.501
H 0.603 -4.445 1.619
H -2.722 -1.486 1.950
H -5.963 -4.255 1.134
H -5.043 -5.001 -0.167
H -4.712 -5.711 2.404
H -3.422 -5.806 1.222
N 1.191 -1.839 -2.014
C 1.417 -1.585 -3.331
C 2.088 -0.391 -3.420
C 2.290 0.078 -2.092
C 1.718 -0.843 -1.250
H 0.700 -2.642 -1.645
H 1.068 -2.259 -4.092
H 2.396 0.091 -4.332
H 2.784 0.986 -1.789
H 1.642 -0.876 -0.177
N 0.526 -0.288 3.236
C 1.114 0.152 4.390
C 1.277 -0.933 5.212
C 0.760 -2.067 4.525
C 0.310 -1.632 3.309
H 0.268 0.291 2.457
H 1.353 1.192 4.532
H 1.708 -0.915 6.199
H 0.713 -3.080 4.884
H -0.165 -2.151 2.497
N -5.004 0.290 1.312
C -5.697 0.688 2.415
C -5.416 2.010 2.638
C -4.523 2.426 1.612
C -4.287 1.337 0.812
H -5.010 -0.642 0.930
H -6.321 -0.003 2.953
H -5.808 2.610 3.441
H -4.102 3.408 1.477
H -3.674 1.228 -0.065
N 4.423 0.299 3.879
C 5.259 0.107 2.819
C 6.482 0.631 3.145
C 6.375 1.162 4.459
C 5.090 0.940 4.881
H 3.456 0.017 3.924
H 4.916 -0.386 1.926
H 7.354 0.632 2.514
H 7.149 1.648 5.028
H 4.599 1.181 5.807
N -0.747 1.874 -2.281
C -1.072 2.351 -3.516
C -1.906 3.425 -3.347
C -2.085 3.602 -1.947
C -1.358 2.626 -1.319
H -0.132 1.094 -2.112
H -0.679 1.893 -4.406
H -2.335 4.018 -4.136
H -2.677 4.357 -1.458
H -1.222 2.410 -0.273
N 3.447 2.265 -6.231
C 3.032 2.834 -7.404
C 2.220 3.889 -7.088
C 2.139 3.954 -5.668
C 2.908 2.939 -5.171
H 4.049 1.466 -6.158
H 3.345 2.442 -8.355
H 1.731 4.537 -7.794
H 1.574 4.657 -5.081
H 3.110 2.636 -4.159



15
Properties=species:S:1:pos:R:3 method="wB97M-V/def2-TZVPD" e_above_lowest_kcal_mol=37.7 spin_multiplicity=2 e_lumo_ev="0.87 / -2.29" charge=0 total_energy_ha=-685.29561 e_homo_ha="-0.35630 / -0.34476" s2=0.753
O -0.434 2.974 -1.486
C -0.053 1.774 -1.354
N -0.080 1.120 -0.111
C 0.453 -0.102 0.349
C 0.294 -1.213 -0.759
S 1.169 -2.844 -0.746
C -0.393 -0.516 1.636
H 0.530 1.492 -2.186
H -0.664 1.735 0.422
H 1.522 -0.140 0.584
H 0.230 -0.741 -1.849
H -0.869 -1.554 -0.579
H -0.650 -1.560 1.693
H 0.178 -0.522 2.627
H -1.232 0.097 1.760



104
Properties=species:S:1:pos:R:3 method="wB97M-V/def2-TZVPD" e_above_lowest_kcal_mol=27.9 e_lumo_ev=-0.22 charge=0 total_energy_ha=-5736.50675 smiles="O=C1OCCO1.O=C1OCCO1.O=C1OCCO1.O=C1OCCO1.O=C1OCCO1.O=C1OCCO1.O=C1OCCO1.O=C1OCCO1.ClCCCl.ClCCCl.ClCCCl" e_homo_ha=-0.36198
O 16.344 3.226 -23.443
C 17.040 4.158 -23.710
O 16.623 5.257 -24.443
C 17.655 6.247 -24.284
C 18.806 5.594 -23.588
O 18.249 4.346 -23.185
H 18.041 6.535 -25.264
H 17.284 7.106 -23.726
H 19.152 6.141 -22.715
H 19.599 5.388 -24.310
O 14.924 2.174 -26.612
C 15.194 1.132 -26.088
O 16.354 0.457 -26.094
C 16.097 -0.899 -25.748
C 14.706 -0.861 -25.077
O 14.241 0.399 -25.512
H 16.075 -1.473 -26.674
H 16.833 -1.286 -25.048
H 14.771 -1.021 -24.000
H 14.045 -1.639 -25.458
O 15.523 9.430 -29.919
C 16.079 8.413 -30.206
O 15.459 7.405 -30.882
C 16.500 6.558 -31.451
C 17.712 6.917 -30.528
O 17.335 8.151 -30.019
H 16.345 5.488 -31.329
H 16.766 6.709 -32.498
H 18.678 7.006 -31.017
H 17.741 6.118 -29.783
O 15.532 8.465 -26.822
C 15.330 7.418 -27.342
O 16.304 6.524 -27.610
C 15.760 5.210 -27.696
C 14.345 5.596 -28.157
O 14.126 6.841 -27.551
H 16.184 4.669 -28.545
H 15.834 4.582 -26.810
H 13.721 4.796 -27.755
H 14.297 5.659 -29.245
O 15.373 0.255 -29.322
C 16.096 0.907 -29.990
O 15.744 2.047 -30.660
C 16.885 2.573 -31.289
C 17.886 1.441 -31.291
O 17.411 0.612 -30.204
H 16.635 2.948 -32.285
H 17.318 3.473 -30.848
H 18.869 1.864 -31.085
H 17.957 0.810 -32.174
O 10.051 10.501 -30.809
C 10.892 9.659 -30.916
O 11.098 8.687 -30.026
C 11.907 7.671 -30.593
C 12.532 8.383 -31.830
O 11.731 9.555 -31.945
H 12.657 7.361 -29.875
H 11.314 6.872 -31.042
H 12.494 7.796 -32.743
H 13.566 8.550 -31.536
O 20.221 5.677 -29.439
C 19.644 4.907 -28.740
O 18.852 3.934 -29.193
C 18.414 3.041 -28.176
C 18.977 3.756 -26.922
O 19.817 4.768 -27.402
H 17.326 3.073 -28.176
H 18.745 2.004 -28.181
H 19.522 2.995 -26.364
H 18.123 4.099 -26.332
O 13.642 5.026 -31.382
C 13.391 4.255 -32.263
O 12.128 4.120 -32.695
C 12.062 3.333 -33.861
C 13.467 2.697 -33.935
O 14.215 3.520 -32.995
H 11.307 2.549 -33.832
H 11.829 3.943 -34.734
H 13.970 2.758 -34.893
H 13.448 1.677 -33.557
Cl 13.570 11.559 -26.423
C 12.985 10.483 -25.169
C 12.626 11.139 -23.812
Cl 13.853 12.374 -23.421
H 13.657 9.636 -25.004
H 12.172 9.879 -25.584
H 12.660 10.449 -22.975
H 11.646 11.607 -23.856
Cl 19.429 11.084 -28.013
C 18.300 9.912 -27.305
C 18.899 8.533 -27.265
Cl 20.199 8.348 -26.070
H 17.391 9.889 -27.912
H 17.895 10.304 -26.373
H 19.431 8.233 -28.167
H 18.160 7.745 -27.115
Cl 11.033 3.662 -28.966
C 12.155 2.229 -28.974
C 12.096 1.485 -30.288
Cl 10.497 0.836 -30.649
H 11.703 1.597 -28.210
H 13.119 2.546 -28.587
H 12.774 0.633 -30.295
H 12.376 2.155 -31.100



84
Properties=species:S:1:pos:R:3 method="wB97M-V/def2-TZVPD" e_above_lowest_kcal_mol=42.2 spin_multiplicity=2 e_lumo_ev="-4.11 / -4.36" charge=+1 total_energy_ha=-7310.93646 e_homo_ha="-0.35619 / -0.35818" s2=1.192
Rh 0.034 0.023 -0.187
O -2.005 -1.067 0.690
C -1.808 -1.804 1.884
C -0.395 -1.664 2.397
C -0.076 -2.162 3.652
C 1.231 -2.082 4.100
C 2.190 -1.533 3.260
C 1.802 -1.068 2.021
N 0.530 -1.119 1.604
H -2.854 -0.612 0.710
H -1.991 -2.866 1.682
H -2.504 -1.483 2.662
H -0.847 -2.614 4.261
H 1.495 -2.442 5.085
H 3.224 -1.472 3.564
H 2.524 -0.657 1.324
C -2.609 0.223 -2.171
C -1.375 0.737 -2.845
C -1.425 1.513 -4.010
C -0.266 1.930 -4.612
C 0.980 1.570 -4.064
C 2.239 1.901 -4.614
Br 2.356 2.976 -6.166
C 3.394 1.478 -4.008
C 3.354 0.759 -2.813
Br 4.961 0.248 -1.974
C 2.153 0.462 -2.159
O 2.092 -0.044 -0.975
C 0.956 0.830 -2.862
N -0.209 0.434 -2.284
H -3.473 0.298 -2.828
H -2.807 0.808 -1.268
H -2.454 -0.816 -1.880
H -2.385 1.774 -4.434
H -0.295 2.541 -5.504
H 4.354 1.733 -4.434
C 1.822 3.059 0.125
C 0.629 2.686 0.980
O 0.476 3.232 2.108
N -0.278 1.858 0.495
Te -1.817 2.106 2.314
C -2.895 2.771 4.095
C -2.993 1.919 5.196
C -2.301 0.581 5.261
C -3.767 2.330 6.276
C -4.386 3.572 6.298
C -5.233 4.001 7.459
C -4.168 4.445 5.236
C -3.413 4.073 4.136
C -3.116 5.057 3.039
C -3.393 2.377 0.891
C -3.217 3.279 -0.167
C -2.087 4.272 -0.234
C -4.157 3.304 -1.193
C -5.272 2.479 -1.188
C -6.252 2.486 -2.325
C -5.457 1.640 -0.096
C -4.542 1.574 0.946
C -4.849 0.650 2.100
H 2.172 4.041 0.432
H 1.541 3.056 -0.926
H 2.612 2.327 0.291
H -1.405 0.572 4.644
H -2.968 -0.223 4.936
H -2.009 0.364 6.288
H -3.878 1.665 7.124
H -5.379 3.191 8.171
H -6.210 4.336 7.109
H -4.770 4.838 7.983
H -4.585 5.444 5.281
H -3.368 6.071 3.344
H -3.682 4.820 2.136
H -2.051 5.028 2.800
H -1.459 4.225 0.653
H -2.490 5.283 -0.318
H -1.462 4.082 -1.108
H -4.014 4.003 -2.009
H -6.077 3.330 -2.990
H -7.275 2.539 -1.955
H -6.164 1.568 -2.911
H -6.345 1.018 -0.053
H -5.765 0.975 2.595
H -4.052 0.653 2.841
H -5.031 -0.369 1.751



118
Properties=species:S:1:pos:R:3 method="wB97M-V/def2-TZVPD" e_above_lowest_kcal_mol=10.7 e_lumo_ev=1.96 charge=-1 total_energy_ha=-2732.38410 e_homo_ha=-0.18398
C -4.665 -2.465 3.046
C -3.876 -2.030 2.183
Nb -2.433 -1.040 0.713
Cl -4.311 0.433 0.060
C -0.994 -2.667 1.277
C -1.199 -3.957 0.461
C -0.546 -3.776 -0.902
Cl 0.043 -5.329 -1.616
C -0.938 -0.076 -0.670
C -1.447 1.106 -1.520
C -1.590 2.402 -0.753
C -0.274 3.082 -0.392
C -0.534 4.491 0.136
C -1.378 4.487 1.422
C -2.361 5.649 1.535
C -3.652 5.474 0.718
C -3.699 6.263 -0.610
C -3.697 5.386 -1.874
C -1.816 0.326 2.423
C -0.582 -0.098 3.251
C 0.730 0.231 2.537
C 1.842 0.752 3.476
C 3.197 0.347 2.906
C 3.420 0.878 1.483
C 3.805 -0.214 0.497
C 3.917 0.338 -0.921
C 4.722 -0.547 -1.849
C 4.876 0.084 -3.230
C 5.803 -0.715 -4.158
C 5.143 -1.068 -5.500
C 4.259 -2.303 -5.304
C 3.368 -2.607 -6.521
H -5.500 -2.863 3.554
H -3.014 -2.171 -0.639
H -1.212 -2.903 2.316
H 0.034 -2.319 1.189
H -2.253 -4.174 0.342
H -0.717 -4.814 0.934
H 0.320 -3.143 -0.775
H -1.208 -3.323 -1.626
H -0.013 0.234 -0.180
H -0.646 -0.860 -1.377
H -2.353 0.857 -2.058
H -0.700 1.288 -2.303
H -2.145 3.098 -1.376
H -2.177 2.264 0.148
H 0.316 3.180 -1.305
H 0.288 2.552 0.374
H 0.397 5.008 0.363
H -1.028 5.113 -0.609
H -1.884 3.542 1.589
H -0.683 4.612 2.253
H -2.621 5.819 2.577
H -1.837 6.546 1.202
H -3.908 4.429 0.569
H -4.455 5.867 1.328
H -2.873 6.965 -0.677
H -4.629 6.824 -0.614
H -3.973 4.368 -1.621
H -4.380 5.735 -2.644
H -2.710 5.321 -2.323
H -2.655 0.432 3.110
H -1.603 1.323 2.030
H -0.578 0.517 4.157
H -0.619 -1.128 3.596
H 0.498 1.049 1.869
H 1.117 -0.608 1.965
H 1.778 1.840 3.469
H 1.692 0.418 4.499
H 3.269 -0.738 2.943
H 4.009 0.732 3.522
H 2.563 1.421 1.092
H 4.255 1.577 1.506
H 3.041 -0.990 0.510
H 4.751 -0.670 0.783
H 4.414 1.308 -0.868
H 2.912 0.475 -1.317
H 5.725 -0.710 -1.459
H 4.247 -1.515 -2.002
H 5.278 1.087 -3.115
H 3.895 0.188 -3.692
H 6.680 -0.108 -4.369
H 6.122 -1.653 -3.709
H 4.536 -0.243 -5.861
H 5.930 -1.289 -6.219
H 4.922 -3.144 -5.131
H 3.660 -2.109 -4.421
H 2.373 -2.878 -6.186
H 3.772 -3.448 -7.074
H 3.314 -1.752 -7.186
O 5.799 -5.889 -0.786
C 4.832 -6.590 -0.682
O 4.991 -7.858 -0.241
C 3.893 -8.706 0.098
C 3.344 -9.428 -1.115
C 3.457 -6.131 -1.106
H 3.123 -8.148 0.631
H 4.298 -9.431 0.804
H 2.938 -8.729 -1.847
H 2.551 -10.117 -0.822
H 4.136 -9.991 -1.608
H 3.344 -6.302 -2.176
H 3.372 -5.066 -0.910
H 2.642 -6.614 -0.575
O -6.324 6.179 2.487
C -6.496 5.121 3.030
O -5.534 4.191 2.937
C -5.526 2.957 3.663
C -6.303 1.877 2.940
C -7.794 4.783 3.729
H -5.873 3.110 4.687
H -4.479 2.669 3.727
H -7.359 2.136 2.845
H -6.227 0.931 3.475
H -5.909 1.741 1.932
H -8.504 4.412 2.991
H -8.187 5.695 4.171
H -7.689 4.055 4.530